<a>
11 unconnected molecules or ions with the total composition C33H88O33S11. Source: OMol25; level of theory: the ωB97M-V functional and the def2-TZVPD basis.

Properties
**Total charge**: 0
**SMILES**: CCOS(C)(=O)=O.CCOS(C)(=O)=O.CCOS(C)(=O)=O.CCOS(C)(=O)=O.CCOS(C)(=O)=O.CCOS(C)(=O)=O.CCOS(C)(=O)=O.CCOS(C)(=O)=O.CCOS(C)(=O)=O.CCOS(C)(=O)=O.CCOS(C)(=O)=O
**Gap between HOMO and LUMO**: 10.449 eV
**M**: 1365.77 g mol⁻¹

Positions of all 165 atoms, in Å:
C1 1.32912 0.05311 -3.02187
C2 0.63249 -0.51418 -1.72695
O1 0.47492 0.50993 -0.75999
S1 0.70921 0.15652 0.76908
C3 -0.92471 -0.85566 1.14072
O2 1.76102 -0.81929 0.89590
O3 0.71079 1.43025 1.46362
H1 0.82478 0.93514 -3.41656
H2 1.38243 -0.74891 -3.75810
H3 2.37646 0.32215 -2.88479
H4 -0.34835 -0.91916 -1.97605
H5 1.21355 -1.38051 -1.41079
H6 -1.72575 -0.24372 0.72601
H7 -1.05499 -1.15977 2.17930
H8 -0.95063 -1.78606 0.57348
C4 -4.17910 4.42909 2.58293
C5 -2.93081 4.57744 1.60240
O4 -2.25862 5.72113 2.17840
S2 -0.77783 6.18954 1.39870
C6 0.54177 5.09899 2.25011
O5 -0.83150 5.73743 0.01069
O6 -0.56745 7.60521 1.68014
H9 -4.86140 3.64769 2.24825
H10 -4.85035 5.28725 2.55016
H11 -3.86538 4.20940 3.60343
H12 -2.43615 3.60650 1.62841
H13 -3.14916 4.59372 0.53462
H14 1.54012 5.49598 2.06624
H15 0.34427 4.05528 2.00566
H16 0.33543 5.14941 3.31921
C7 -0.77201 -8.16530 3.20999
C8 -1.07610 -7.12299 2.17337
O7 0.14461 -6.75038 1.70397
S3 0.43224 -5.45262 0.68500
C9 -0.14462 -6.18286 -0.91399
O8 -0.44737 -4.35660 1.01591
O9 1.85242 -5.21055 0.52665
H17 0.16913 -8.66482 2.98008
H18 -1.51007 -8.95504 3.35019
H19 -0.81592 -7.81729 4.24201
H20 -1.71401 -7.63829 1.45529
H21 -1.76729 -6.32705 2.45057
H22 -0.07721 -5.50417 -1.76424
H23 -1.21891 -6.36388 -0.87880
H24 0.27900 -7.14438 -1.20403
C10 -2.20919 2.13236 -2.09701
C11 -3.14744 1.00050 -1.75062
O10 -3.37460 0.38062 -2.98755
S4 -4.59881 0.87230 -4.03307
C12 -5.86943 -0.11997 -3.31223
O11 -4.81049 2.36952 -3.91536
O12 -4.38997 0.41432 -5.38882
H25 -2.75776 2.92068 -2.61250
H26 -1.33752 1.67284 -2.56297
H27 -1.95252 2.53563 -1.11742
H28 -2.87422 0.17076 -1.09871
H29 -3.99524 1.40106 -1.19484
H30 -5.61651 -1.17405 -3.42635
H31 -6.79276 -0.04180 -3.88620
H32 -5.98219 0.29520 -2.31071
C13 -1.62151 -3.84940 4.46384
C14 -2.44998 -3.98024 5.72761
O13 -3.78772 -3.91607 5.23734
S5 -4.86300 -3.06118 6.38825
C15 -4.74917 -4.30223 7.72703
O14 -4.18418 -1.84401 6.76604
O15 -6.19479 -3.10396 5.94045
H33 -1.98037 -4.52311 3.68574
H34 -0.59468 -4.15594 4.66318
H35 -1.44599 -2.93607 3.89539
H36 -2.38410 -4.94527 6.23011
H37 -2.11944 -3.19888 6.41196
H38 -5.30740 -4.02693 8.62183
H39 -3.68378 -4.41260 7.92919
H40 -5.06771 -5.23119 7.25409
C16 -7.88564 0.48160 4.75737
C17 -6.62753 0.81116 3.90913
O16 -6.07583 -0.36935 3.51220
S6 -4.93579 -0.17073 2.26173
C18 -3.46517 0.55885 3.22068
O17 -4.63533 -1.45163 1.65154
O18 -5.33869 0.85743 1.32273
H41 -8.46005 1.35443 5.06772
H42 -7.66244 -0.01301 5.70270
H43 -8.36542 -0.30219 4.17120
H44 -6.80863 1.54849 3.12706
H45 -5.88526 1.30746 4.53430
H46 -3.80147 1.54180 3.55057
H47 -2.62124 0.60735 2.53256
H48 -3.36264 -0.05448 4.11590
C19 4.58673 1.48260 -5.23672
C20 5.59154 1.68139 -4.15676
O19 5.78259 0.58124 -3.31522
S7 6.66513 0.68700 -1.92717
C21 5.24245 1.26065 -0.78078
O20 7.03850 -0.63164 -1.43006
O21 7.59945 1.78012 -1.96064
H49 4.91163 0.77962 -6.00376
H50 4.51065 2.36271 -5.87525
H51 3.59437 1.22576 -4.86608
H52 6.60718 1.87978 -4.49913
H53 5.40393 2.62286 -3.64047
H54 4.41376 0.55276 -0.79680
H55 5.14463 2.28690 -1.13482
H56 5.60700 1.21751 0.24554
C22 2.18600 3.39681 6.01310
C23 2.02215 2.25904 4.96662
O22 1.91653 0.98165 5.57871
S8 1.02092 -0.27900 4.91144
C24 2.25929 -0.96424 3.76513
O23 0.83981 -1.33503 5.94958
O24 -0.16279 0.18022 4.17530
H57 2.28048 4.40000 5.59746
H58 3.06539 3.21092 6.62971
H59 1.38806 3.34442 6.75381
H60 1.05055 2.47447 4.52200
H61 2.81954 2.25226 4.22350
H62 2.64740 -0.15168 3.15095
H63 1.89268 -1.79005 3.15541
H64 3.14359 -1.28524 4.31565
C25 3.91270 7.09051 -2.16206
C26 2.71872 6.17022 -2.08598
O25 2.95426 5.27969 -1.03333
S9 2.56616 3.67847 -1.29231
C27 0.80462 3.76951 -1.55205
O26 3.30206 3.30775 -2.52889
O27 2.73200 2.99810 0.00470
H65 4.18082 7.56733 -1.21925
H66 3.82279 7.84737 -2.94128
H67 4.86262 6.61709 -2.41029
H68 1.73932 6.64814 -2.10756
H69 2.55214 5.62592 -3.01554
H70 0.52407 4.56410 -2.24343
H71 0.43139 3.78685 -0.52808
H72 0.58796 2.79808 -1.99644
C28 1.33276 3.27141 -6.27959
C29 -0.08119 2.70988 -6.67695
O28 0.15518 1.90066 -7.78384
S10 -0.07398 0.21595 -7.62428
C30 1.34061 -0.46186 -8.56024
O29 0.14245 -0.27119 -6.27272
O30 -1.29673 -0.16857 -8.33722
H73 1.87186 2.59647 -5.61483
H74 1.31259 4.20506 -5.71745
H75 1.89785 3.37018 -7.20643
H76 -0.51033 2.25604 -5.78366
H77 -0.63390 3.58915 -7.00782
H78 1.81332 0.32724 -9.14499
H79 0.75465 -1.31078 -8.91254
H80 1.99183 -0.67656 -7.71295
C31 5.18470 -6.72410 -2.65381
C32 4.01267 -5.69214 -2.58994
O31 4.60826 -4.40458 -2.89359
S11 3.71996 -3.02911 -2.64918
C33 4.37979 -2.69372 -1.01397
O32 4.42337 -2.02162 -3.43418
O33 2.28826 -3.36285 -2.66701
H81 5.51014 -6.93809 -3.67185
H82 4.89936 -7.69789 -2.25579
H83 5.95970 -6.45257 -1.93705
H84 3.35267 -6.09590 -3.35769
H85 3.52772 -5.64917 -1.61471
H86 5.44970 -2.48725 -1.04158
H87 4.27792 -3.51731 -0.30728
H88 3.90357 -1.77753 -0.66481

<b>
11 unconnected molecules or ions with the total composition C33H88O33S11. Source: OMol25; level of theory: the ωB97M-V functional and the def2-TZVPD basis.

Properties
**Total charge**: 0
**SMILES**: CCOS(C)(=O)=O.CCOS(C)(=O)=O.CCOS(C)(=O)=O.CCOS(C)(=O)=O.CCOS(C)(=O)=O.CCOS(C)(=O)=O.CCOS(C)(=O)=O.CCOS(C)(=O)=O.CCOS(C)(=O)=O.CCOS(C)(=O)=O.CCOS(C)(=O)=O
**Gap between HOMO and LUMO**: 10.144 eV
**M**: 1365.77 g mol⁻¹

Positions of all 165 atoms, in Å:
C1 3.11279 2.84898 -1.88271
C2 3.66456 1.48793 -2.27845
O1 4.55697 1.60976 -3.40773
S1 6.02477 1.01268 -3.26823
C3 6.82153 2.31589 -2.38287
O2 5.94971 -0.13260 -2.40811
O3 6.53170 0.89669 -4.58203
H1 2.14742 3.12712 -2.29400
H2 3.82829 3.60414 -2.22321
H3 3.11333 2.91724 -0.79524
H4 4.13737 0.97147 -1.44818
H5 2.83785 0.86228 -2.59272
H6 6.25067 2.53949 -1.48630
H7 6.87776 3.16386 -3.06375
H8 7.84199 2.00539 -2.16796
C4 3.95549 -1.09160 0.89524
C5 5.06201 -0.05867 1.05594
O4 4.35268 1.17091 1.39125
S2 5.06907 2.54085 1.72608
C6 5.52179 2.19795 3.41250
O5 6.25626 2.62141 0.93158
O6 4.09102 3.57841 1.68196
H9 3.50772 -1.28299 1.87113
H10 4.41910 -1.99372 0.50410
H11 3.12667 -0.65398 0.34718
H12 5.72436 -0.31757 1.88468
H13 5.65366 0.07609 0.15056
H14 4.57627 2.11187 3.94855
H15 5.98418 3.10343 3.80102
H16 6.12971 1.30468 3.33658
C7 -6.33432 -5.65443 -5.42770
C8 -5.90259 -4.23376 -5.13397
O7 -5.01949 -4.24055 -3.98976
S3 -3.61758 -3.49269 -4.10594
C9 -4.03391 -1.81715 -3.67242
O8 -2.78490 -4.03413 -3.08264
O9 -3.17564 -3.46392 -5.46117
H17 -7.32273 -5.63456 -5.89500
H18 -6.47352 -6.23894 -4.51952
H19 -5.65105 -6.14561 -6.11559
H20 -5.45273 -3.77750 -6.01582
H21 -6.75005 -3.57398 -4.92519
H22 -4.37771 -1.30456 -4.56674
H23 -3.11256 -1.37798 -3.29666
H24 -4.80260 -1.78340 -2.90359
C10 -9.45888 -4.01328 -2.07027
C11 -8.00311 -3.71779 -1.78843
O10 -7.94840 -2.98502 -0.56276
S4 -6.69299 -2.03951 -0.29014
C12 -5.37143 -3.21556 -0.45259
O11 -6.60563 -1.12378 -1.38944
O12 -6.79612 -1.56519 1.04404
H25 -10.02999 -3.08841 -2.10047
H26 -9.87917 -4.55998 -1.22134
H27 -9.54610 -4.66584 -2.93595
H28 -7.38251 -4.61980 -1.80979
H29 -7.56792 -3.15211 -2.62252
H30 -4.47626 -2.59308 -0.56288
H31 -5.39606 -3.82056 -1.35248
H32 -5.22254 -3.72915 0.49337
C13 3.02189 8.81175 1.86597
C14 2.26263 8.77433 0.56125
O13 1.77587 7.41120 0.39220
S5 2.17691 6.60391 -0.92375
C15 3.88948 6.31322 -0.59205
O14 1.48465 5.36853 -0.77983
O15 2.03112 7.48790 -2.03342
H33 3.94189 8.24594 1.72724
H34 2.43844 8.31787 2.64560
H35 3.17814 9.81622 2.25608
H36 1.35055 9.37104 0.55690
H37 2.83953 9.05710 -0.31898
H38 3.92383 5.74257 0.33504
H39 4.41439 7.26286 -0.53447
H40 4.31596 5.69696 -1.38063
C16 0.71547 5.12143 2.87627
C17 1.46802 4.36114 3.93140
O16 2.13600 5.35199 4.76847
S6 3.29605 4.80849 5.73387
C18 2.71019 5.53080 7.24247
O17 3.15450 3.38927 5.80747
O18 4.50864 5.43857 5.33551
H41 1.36613 5.42225 2.05295
H42 0.27546 6.04734 3.24807
H43 -0.07469 4.53071 2.41087
H44 0.75550 3.87668 4.60437
H45 2.12749 3.60000 3.52541
H46 2.89566 6.59464 7.33333
H47 3.19092 4.93079 8.01555
H48 1.63964 5.35782 7.32851
C19 0.35857 1.82774 0.93118
C20 -0.45433 0.67420 0.42636
O19 0.10178 -0.58938 0.90189
S7 0.51342 -1.71489 -0.12947
C21 -1.10971 -2.13217 -0.71371
O20 1.21186 -1.05667 -1.18914
O21 1.09453 -2.80125 0.56524
H49 1.42304 1.57065 0.87755
H50 0.30467 1.97096 2.01989
H51 0.13320 2.78582 0.47098
H52 -1.42830 0.57738 0.90330
H53 -0.57793 0.73049 -0.65122
H54 -1.07009 -3.05604 -1.28786
H55 -1.40953 -1.30276 -1.34990
H56 -1.77977 -2.22705 0.13605
C22 1.10700 -7.85979 1.82647
C23 0.70529 -6.81980 0.81669
O22 0.91564 -7.43248 -0.48276
S8 0.59524 -6.54825 -1.76618
C24 -1.19108 -6.45998 -1.71945
O23 1.14759 -5.25442 -1.51397
O24 0.97475 -7.31929 -2.89394
H57 2.19389 -7.92129 1.86665
H58 0.63458 -8.82138 1.64467
H59 0.81160 -7.56620 2.83790
H60 -0.36167 -6.57875 0.88421
H61 1.27340 -5.89194 0.85796
H62 -1.45261 -5.49757 -1.29419
H63 -1.50644 -7.23721 -1.02401
H64 -1.57476 -6.67472 -2.70879
C25 -5.64420 1.85042 2.23491
C26 -4.56595 0.88167 1.76582
O25 -3.66278 1.53045 0.84573
S9 -3.72592 1.12431 -0.68840
C27 -5.25432 1.85713 -1.17009
O26 -2.65969 1.78359 -1.35759
O27 -3.83375 -0.30058 -0.80459
H65 -6.16475 1.44323 3.10061
H66 -6.35377 2.18457 1.48166
H67 -5.12017 2.74330 2.59119
H68 -3.95104 0.68129 2.64389
H69 -5.02028 -0.04702 1.43002
H70 -6.12411 1.31366 -0.81094
H71 -5.28193 1.77588 -2.25916
H72 -5.27768 2.91366 -0.91914
C28 4.58598 -3.51349 -3.05140
C29 3.21141 -2.85162 -3.02943
O28 2.88866 -2.43319 -4.38289
S10 1.71834 -3.24066 -5.07953
C30 0.33594 -2.47956 -4.25065
O29 1.73786 -2.87669 -6.45154
O30 1.81454 -4.61346 -4.69492
H73 4.47018 -4.50690 -3.48541
H74 4.96864 -3.65837 -2.04106
H75 5.23423 -2.86295 -3.63219
H76 2.46113 -3.57407 -2.71482
H77 3.23892 -1.98965 -2.36974
H78 0.55319 -1.41377 -4.33771
H79 0.35087 -2.76783 -3.20534
H80 -0.59759 -2.65676 -4.77841
C31 -1.74549 2.17919 4.69708
C32 -1.02734 0.87469 4.91281
O31 0.37706 1.04630 4.71734
S11 1.33309 -0.18966 5.09460
C33 1.28528 -1.07561 3.54269
O32 2.63542 0.34177 5.27633
O33 0.68637 -0.95753 6.11117
H81 -1.46930 2.92352 5.44704
H82 -2.82642 2.02831 4.72343
H83 -1.55505 2.67275 3.73950
H84 -1.29325 0.46990 5.88939
H85 -1.39242 0.12650 4.19477
H86 2.16252 -1.71659 3.57358
H87 1.42417 -0.30705 2.79468
H88 0.34103 -1.60548 3.54912

Most stable: <b>

<a>
6 unconnected molecules or ions with the total composition C5H21NO7. Source: OMol25; level of theory: the ωB97M-V functional and the def2-TZVPD basis.

Properties
**Total charge**: 0
**SMILES**: C[C@H](C(=O)O)N(C)C.O.O.O.O.O
**Gap between HOMO and LUMO**: 9.581 eV
**M**: 207.22 g mol⁻¹

Positions of all 34 atoms, in Å:
C1 -0.63173 -1.91551 0.02159
C2 -0.29442 -1.15811 1.30311
C3 -1.42223 -0.20351 1.62866
O1 -1.95137 0.61750 0.90823
O2 -1.83738 -0.36937 2.88762
N1 0.94078 -0.35547 1.31350
C4 1.07774 0.52739 0.14752
C5 2.12713 -1.22836 1.41155
H1 -1.48099 -2.59104 0.16417
H2 0.19780 -2.51450 -0.33101
H3 -0.89756 -1.27838 -0.80802
H4 -0.25443 -1.86457 2.15813
H5 -2.51026 0.27398 3.14578
H6 0.18725 1.12716 -0.00947
H7 1.85832 1.24171 0.40366
H8 1.31704 0.03017 -0.79743
H9 2.19237 -1.96055 0.59989
H10 2.99171 -0.57557 1.47341
H11 2.02383 -1.79553 2.32737
O3 1.19612 1.81470 3.43081
H12 0.83886 1.20988 2.76027
H13 1.73942 1.26821 4.01992
O4 0.08597 0.00827 -3.42635
H14 -0.55004 0.36095 -2.74926
H15 -0.41575 -0.13023 -4.23810
O5 1.55146 -2.08861 -2.63892
H16 2.28842 -2.05162 -3.26160
H17 0.96430 -1.34031 -2.91615
O6 -1.93404 0.90181 -1.86442
H18 -1.93717 0.69107 -0.90218
H19 -2.01124 1.87139 -1.96036
O7 -2.01561 3.62387 -1.68062
H20 -2.28189 3.81052 -0.77252
H21 -1.15242 4.04266 -1.74883

<b>
7 unconnected molecules or ions with the total composition C5H21NO7. Source: OMol25; level of theory: the ωB97M-V functional and the def2-TZVPD basis.

Properties
**Total charge**: 0
**SMILES**: N/C=C/CCC=O.O.O.O.O.O.O
**Gap between HOMO and LUMO**: 8.003 eV
**M**: 207.22 g mol⁻¹

Positions of all 34 atoms, in Å:
N1 -1.46423 -2.10889 0.54224
C1 -0.38200 -1.26657 0.69953
C2 0.38171 -1.19307 1.79016
C3 1.33211 -0.17717 2.37496
C4 1.96136 0.93163 1.50751
C5 2.90553 0.46690 0.43897
O1 3.40042 -0.63389 0.32168
H1 -2.24190 -1.96840 -0.06099
H2 -1.69805 -2.65847 1.35290
H3 -0.02744 -0.78490 -0.20805
H4 0.26148 -2.00173 2.52531
H5 0.87082 0.25347 3.26746
H6 2.14175 -0.83257 2.73801
H7 1.11770 1.58978 1.28742
H8 2.60286 1.55792 2.15111
H9 3.39873 1.23519 -0.16379
O2 -0.73360 2.15136 -1.82036
H10 -1.28473 1.50161 -2.24187
H11 -0.81786 2.42889 -0.91088
O3 -1.70603 1.57677 1.49976
H12 -1.99807 0.73565 1.87252
H13 -2.27336 2.24283 1.90175
O4 1.85294 1.60454 -1.53774
H14 1.28611 2.16301 -2.08497
H15 1.60156 0.72541 -1.83175
O5 -3.33884 0.39235 -0.43790
H16 -2.85272 0.70168 0.34369
H17 -2.70287 0.05137 -1.07974
O6 1.25308 -1.38703 -2.76356
H18 0.77460 -1.05900 -2.00249
H19 1.97670 -1.97535 -2.53903
O7 -1.77624 -1.09911 -2.07817
H20 -1.29692 -1.45905 -2.83868
H21 -2.52458 -1.70517 -2.01503

Most stable: <a>